This record from the Open Molecules 2025 dataset describes CBaNO4S2 as an isolated structure in a non-equilibrium geometry. The level of theory is ωB97M-V with the def2-TZVPD basis set.

As for the total charge: +1. The LUMO energy (spin up / spin down) comes out at -4.70 / -4.70 eV. The value obtained for the relative energy (zero: lowest compared OMol25 entry of this formula, charge and spin) is 58.0 kJ/mol. Its HOMO-LUMO gap (spin up / spin down) is 0.2821 / 0.2821 Ha. The electronic energy is -33075.7672 eV.

Structure (XYZ):
```
9
Properties=species:S:1:pos:R:3:forces:R:3
Ba -0.23281 -1.66342 0.71744 -1.23 -1.90 1.67
N 1.74699 1.54625 -0.18595 -0.25 -0.40 0.32
S 2.43834 0.22268 -0.62755 -0.04 0.47 -0.01
O 1.60739 -1.04377 -0.33042 1.88 1.05 -1.06
S 0.38988 1.97483 0.50774 -0.45 -1.42 -0.58
O -0.58895 0.70222 0.56624 1.03 2.20 0.32
O -2.21339 -0.85016 -0.55301 -0.53 2.09 0.20
C -2.44212 0.33364 -0.65842 -2.26 -1.54 -2.62
O -3.01986 1.23589 -1.12108 1.84 -0.54 1.77
```
Positions in Å, forces in eV/Å.